The following is a DFT calculation (ωB97M-V/def2-TZVPD) of a structure of composition C18H42N3O2P2W at a distorted geometry.

Geometry (Å):
W -0.124 0.036 -1.090
P 0.179 -2.340 -0.692
P 0.174 2.356 -0.401
N 1.886 0.046 -1.107
C 1.823 -2.347 -1.531
H 2.339 -3.303 -1.322
H 1.646 -2.294 -2.624
C 2.730 -1.159 -1.087
H 3.104 -1.341 -0.025
H 3.671 -1.138 -1.739
C 2.728 1.239 -0.937
H 3.670 1.301 -1.585
H 3.105 1.287 0.139
C 1.822 2.473 -1.228
H 1.646 2.560 -2.320
H 2.336 3.396 -0.901
C 0.424 3.154 1.285
C -0.752 2.895 2.240
H -0.431 3.182 3.258
H -1.021 1.839 2.277
H -1.689 3.396 1.933
C -1.042 3.259 -1.490
C -2.402 3.325 -0.796
H -3.118 3.655 -1.558
H -2.403 4.051 0.034
H -2.742 2.345 -0.424
C -1.040 -3.091 -1.886
C -2.401 -3.245 -1.209
H -3.117 -3.477 -2.006
H -2.743 -2.319 -0.716
H -2.401 -4.068 -0.476
C 0.427 -3.321 0.884
C -0.728 -3.132 1.866
H -0.422 -3.564 2.830
H -1.672 -3.577 1.514
H -0.927 -2.075 2.064
C -1.651 -0.038 0.226
C -0.511 4.607 -1.982
H -0.477 5.338 -1.164
H 0.481 4.509 -2.444
H -1.218 4.948 -2.744
C -0.511 -4.368 -2.545
H -1.219 -4.610 -3.344
H 0.481 -4.213 -2.992
H -0.477 -5.195 -1.824
C 0.688 -4.798 0.613
H 1.025 -5.230 1.561
H -0.239 -5.307 0.309
H 1.480 -4.946 -0.132
C 0.694 4.648 1.199
H -0.237 5.185 0.966
H 1.026 4.951 2.198
H 1.486 4.883 0.480
H 1.326 2.614 1.650
H 1.332 -2.837 1.302
H -1.097 2.546 -2.335
H -1.097 -2.282 -2.639
O -2.707 -0.070 0.807
H -0.331 -0.095 -3.377
H -1.055 0.098 -3.046
N -1.114 -0.244 3.773
C 0.033 -0.122 3.064
N 1.210 0.203 3.699
O -0.034 -0.181 1.801
H -1.138 -0.236 4.796
H -1.946 -0.361 3.174
H 1.983 0.368 3.058
H 1.283 0.233 4.719

molecular weight = 578.34 g mol⁻¹
DFT total energy = -1774.50042 Ha
net charge = +3
spin multiplicity = 3
E_HOMO (spin up / spin down) = -18.585 / -18.864 eV
gap between HOMO and LUMO (spin up / spin down) = 6.5 / 6.9 eV

Results of the Löwdin charge analysis, in e, for atoms 1 through 6:
1. W 1.138
2. P 0.995
3. P 0.999
4. N -0.280
5. C -0.293
6. H 0.111

The following is a DFT calculation (ωB97M-V/def2-TZVPD) of a structure of composition C6H12N3 at a distorted geometry.

Geometry (Å):
C 0.016 2.516 1.184
C 0.431 1.830 0.115
C -0.657 0.424 1.380
C 1.276 -1.580 0.341
C -1.303 -1.250 -0.952
C 0.033 -0.560 -0.714
N -0.652 1.616 2.015
N -0.012 0.523 0.217
N 0.578 -0.184 -1.994
H 0.205 3.552 1.297
H 1.010 2.046 -0.808
H -1.230 -0.496 1.675
H 2.090 -0.830 0.527
H 0.724 -1.888 1.133
H 1.671 -2.394 -0.309
H -2.072 -0.717 -1.507
H -1.680 -1.634 -0.082
H -1.274 -2.212 -1.555
H -0.882 1.957 2.925
H 0.153 -0.640 -2.768
H 1.573 -0.080 -2.119

molecular weight = 126.18 g mol⁻¹
DFT total energy = -399.80135 Ha
net charge = +1
spin multiplicity = 1
E_HOMO = -12.992 eV
gap between HOMO and LUMO = 9.8 eV

Results of the Löwdin charge analysis, in e, for atoms 1 through 6:
1. C -0.021
2. C -0.003
3. C -0.033
4. C 0.078
5. C -0.020
6. C -0.432

The following is a DFT calculation (ωB97M-V/def2-TZVPD) of a cluster of 2 separate species, C4H6O2 in total.

Geometry (Å):
C -1.538 -0.350 -0.518
C -0.522 -0.399 0.590
O -0.254 -1.391 1.234
C 0.167 0.940 0.898
C 1.985 -0.080 -0.350
O -0.116 1.960 0.308
H -1.122 0.171 -1.386
H -1.868 -1.356 -0.782
H -2.393 0.247 -0.184
H 0.832 0.896 1.779
H 1.785 -0.303 -1.415
H 3.045 -0.335 -0.174

molecular weight = 86.09 g mol⁻¹
DFT total energy = -306.29385 Ha
net charge = 0
spin multiplicity = 1
E_HOMO (spin up / spin down) = -9.331 / -9.334 eV
gap between HOMO and LUMO (spin up / spin down) = 7.7 / 7.6 eV

Results of the Löwdin charge analysis, in e, for atoms 1 through 6:
1. C -0.014
2. C -0.463
3. O 0.075
4. C -0.307
5. C 0.301
6. O 0.027

molecular weight of number 3 (C4H6O2)? 86.09 g mol⁻¹

The lowest molecular weight belongs to which entry? C4H6O2